Entry 1:
A 2-piece molecular cluster, CH6OS2 overall in a non-equilibrium geometry, computed with wB97M-V/def2-TZVPD.

Positions of all 10 atoms, in Å:
S: 0.18 -3.16 0.36
S: -0.47 -2.00 -1.41
O: -0.46 0.80 0.76
C: 0.24 1.82 0.10
H: -0.26 -0.85 -0.71
H: -0.24 2.34 -0.76
H: 0.21 2.60 0.88
H: -0.96 1.06 1.50
H: 0.58 -4.07 -0.48
H: 1.18 1.47 -0.25

Output
relative energy (zero: lowest compared OMol25 entry of this formula, charge and spin): 29.23 kcal/mol
structure (SMILES): CO.SS
E_HOMO: -8.5315 eV
E_tot: -913.25588 a.u.
lowest unoccupied orbital energy: 0.056 eV

Population analysis type natural (NBO), resulting atomic charges in e:
1 S -0.12
2 S -0.17
3 O -0.74
4 C -0.24
5 H 0.17
6 H 0.16
7 H 0.17
8 H 0.48
9 H 0.12
10 H 0.18

=====

Entry 2:
A 2-piece molecular cluster, CH6OS2 overall, computed with wB97M-V/def2-TZVPD.

Positions of all 10 atoms, in Å:
S: -2.95 0.37 1.26
S: -2.16 0.36 -0.67
O: 2.30 0.64 0.27
C: 1.95 -0.64 -0.26
H: -3.30 1.66 1.32
H: 2.25 -1.39 0.49
H: 0.89 -0.75 -0.46
H: -2.98 -0.62 -1.05
H: 1.50 1.17 0.29
H: 2.50 -0.79 -1.18

Output
relative energy (zero: lowest compared OMol25 entry of this formula, charge and spin): 16.95 kcal/mol
structure (SMILES): CO.SS
E_HOMO: -9.3336 eV
E_tot: -913.27546 a.u.
lowest unoccupied orbital energy: 0.103 eV

Population analysis type natural (NBO), resulting atomic charges in e:
1 S -0.13
2 S -0.13
3 O -0.73
4 C -0.25
5 H 0.13
6 H 0.17
7 H 0.17
8 H 0.14
9 H 0.47
10 H 0.17

=====

Entry 3:
A 2-piece molecular cluster, CH6OS2 overall in a non-equilibrium geometry, computed with wB97M-V/def2-TZVPD.

Positions of all 10 atoms, in Å:
S: 0.40 -1.97 -3.00
S: -0.93 -3.36 -3.73
O: -0.13 4.52 5.12
C: 0.91 -1.58 -1.29
H: -0.53 5.38 5.28
H: -0.53 4.41 4.24
H: 0.68 -0.55 -1.07
H: -2.12 -2.74 -3.74
H: 1.95 -1.91 -1.20
H: 0.30 -2.20 -0.60

Output
⟨S²⟩: 0.75
relative energy (zero: lowest compared OMol25 entry of this formula, charge and spin): 37.48 kcal/mol
E_HOMO (alpha / beta): -13.1029 / -13.1029 eV
2S+1: 2
net charge: +1
E_tot: -912.93559 a.u.
lowest unoccupied orbital energy (alpha / beta): -6.000 / -9.183 eV

Population analysis type natural (NBO), resulting atomic charges in e:
1 S 0.58
2 S 0.12
3 O -0.92
4 C -0.76
5 H 0.46
6 H 0.46
7 H 0.29
8 H 0.20
9 H 0.29
10 H 0.28

=====

Entry 4:
CH6OSSi as an isolated structure in a non-equilibrium geometry, computed with wB97M-V/def2-TZVPD.

Positions of all 10 atoms, in Å:
S: 0.90 -1.12 -0.75
Si: -1.49 -0.13 -1.61
O: 0.81 -0.95 0.88
C: 1.23 0.27 1.47
H: 0.84 0.27 2.48
H: -1.67 -0.90 -2.81
H: 2.23 0.52 1.42
H: -1.45 1.23 -1.87
H: 0.80 1.26 1.19
H: -2.21 -0.44 -0.40

Output
relative energy (zero: lowest compared OMol25 entry of this formula, charge and spin): 0.00 kcal/mol
E_HOMO: -8.5692 eV
E_tot: -804.50657 a.u.
lowest unoccupied orbital energy: -0.100 eV

Population analysis type natural (NBO), resulting atomic charges in e:
1 S 0.11
2 Si 0.79
3 O -0.68
4 C -0.26
5 H 0.19
6 H -0.16
7 H 0.18
8 H -0.19
9 H 0.17
10 H -0.15

=====

Entry 5:
One molecule with the formula CH6OSi in a non-equilibrium geometry, computed with wB97M-V/def2-TZVPD.

Positions of all 9 atoms, in Å:
Si: 0.61 -1.14 -0.03
O: -0.35 0.05 -0.75
C: -0.67 1.21 -0.06
H: -1.48 0.97 0.62
H: 1.89 -1.30 -0.70
H: -0.02 -2.41 -0.23
H: -0.92 1.99 -0.79
H: 0.76 -0.95 1.44
H: 0.19 1.59 0.49

Output
relative energy (zero: lowest compared OMol25 entry of this formula, charge and spin): 17.89 kcal/mol
structure (SMILES): CO[SiH3]
E_HOMO: -10.4358 eV
E_tot: -406.41884 a.u.
lowest unoccupied orbital energy: 0.993 eV

Population analysis type natural (NBO), resulting atomic charges in e:
1 Si 1.21
2 O -0.88
3 C -0.23
4 H 0.17
5 H -0.20
6 H -0.21
7 H 0.19
8 H -0.20
9 H 0.16

=====

Entry 6:
A 2-piece molecular cluster, CH6P2 overall in a non-equilibrium geometry, computed with wB97M-V/def2-TZVPD.

Positions of all 9 atoms, in Å:
P: -0.42 -1.30 1.08
P: -0.11 2.24 -1.12
C: 0.35 -1.07 -0.50
H: 0.96 1.87 -0.26
H: -1.15 1.88 -0.22
H: -1.69 -0.67 1.00
H: 0.36 -0.42 1.76
H: 0.30 -1.74 -1.27
H: 1.40 -0.80 -0.48

Output
relative energy (zero: lowest compared OMol25 entry of this formula, charge and spin): 78.24 kcal/mol
E_HOMO (alpha / beta): -8.1221 / -8.6897 eV
E_tot: -724.23466 a.u.
lowest unoccupied orbital energy (alpha / beta): -1.019 / -0.418 eV

Population analysis type natural (NBO), resulting atomic charges in e:
1 P 0.33
2 P 0.10
3 C -0.67
4 H -0.05
5 H -0.05
6 H 0.00
7 H -0.02
8 H 0.18
9 H 0.19

=====

Question: Among the records above, which one has the highest E_tot?
Answer: CH6OSi

=====

Question: Look up the E_tot of the fifth one.
Answer: -406.41884 a.u.